Entry 1:
# C10H10BrClIr

A structure of composition C10H10BrClIr (wB97M-V/def2-TZVPD, the OMol25 dataset).

Element x y z (Å)
C -1.3689 -0.8308 -1.7147
C -1.3749 -1.7887 -0.6769
C -2.2445 -1.3066 0.3872
H -1.0611 -2.8475 -0.7589
C -2.5169 0.1392 0.0739
C -1.9642 0.3487 -1.2836
H -2.1389 1.2496 -1.8922
H -0.9386 -0.9982 -2.7107
H -2.7181 -1.8714 1.2197
H -3.3148 0.7531 0.5569
Ir -1.0601 -0.1049 1.4599
Br 0.8872 -1.4819 1.5678
C 2.0469 0.8622 0.2068
C 1.2082 1.6523 -0.6350
C 1.4950 1.3419 -1.9643
H 0.4352 2.2626 -0.2311
C 2.4548 0.2575 -1.9650
C 2.8577 0.0333 -0.6173
H 3.5885 -0.6754 -0.2794
H 1.9325 0.8693 1.2655
H 1.0311 1.7617 -2.8439
H 2.7805 -0.2989 -2.8416
Cl -0.5564 1.8316 2.4613

Atoms 1-2, force components in eV/Å:
C 0.46 0.02 -0.16
C -1.82 -1.02 -0.77

Values from the calculation:
Multiplicity: 5
Energy above the lowest of the compared OMol25 structures with the same formula, charge and spin in kcal/mol: 0.0
Strongest force on any atom in eV/Å: 2.540
Gap between HOMO and LUMO (spin up / spin down) in Eh: 0.2316 / 0.2164
HOMO energy (spin up / spin down) in eV: -3.123 / -4.082
Total charge: -1

Population analysis type natural (NBO), resulting atomic charges in e: number 1, C, carries -0.32; number 2, C, carries -0.18; number 3, C, carries -0.48; number 4, H, carries 0.21; number 5, C, carries -0.45; number 6, C, carries -0.22; number 7, H, carries 0.20; number 8, H, carries 0.20; number 9, H, carries 0.23; number 10, H, carries 0.23; number 11, Ir, carries 0.75; number 12, Br, carries -0.53; number 13, C, carries -0.04; number 14, C, carries -0.33; number 15, C, carries -0.21; number 16, H, carries 0.23; number 17, C, carries -0.19; number 18, C, carries -0.35; number 19, H, carries 0.21; number 20, H, carries 0.23; number 21, H, carries 0.20; number 22, H, carries 0.20; number 23, Cl, carries -0.59

***

Entry 2:
# C10H10BrCrF5OTe

A structure of composition C10H10BrCrF5OTe (wB97M-V/def2-TZVPD, the OMol25 dataset).

Element x y z (Å)
C -1.4802 -0.8620 -1.6691
C -1.5390 -1.3632 -0.3244
C -1.6301 -0.2296 0.5568
H -1.5365 -2.4078 -0.0264
C -1.5521 0.9595 -0.2365
C -1.4692 0.5750 -1.6083
H -1.5353 1.2722 -2.4392
H -1.5232 -1.4587 -2.5793
H -1.8280 -0.2614 1.6212
H -1.5722 1.9776 0.1425
Cr 0.3480 -0.2491 -0.5796
Br 2.4801 -1.3888 -0.6855
C 2.0136 0.6168 -3.2804
C 1.0171 1.4258 -3.8956
C 0.0692 0.5530 -4.5185
H 0.9970 2.5133 -3.9323
C 0.4677 -0.7917 -4.2607
C 1.6904 -0.7521 -3.5362
H 2.2850 -1.6219 -3.2719
H 2.8895 0.9650 -2.7411
H -0.7927 0.8569 -5.1109
H -0.0475 -1.6931 -4.5836
F 2.1815 1.4915 3.4450
Te 1.1623 0.0388 2.7899
F 2.7317 -0.9493 2.4370
F 0.1554 -1.5193 2.3011
F 1.1920 -0.6926 4.5439
F -0.4914 0.8510 3.2965
O 1.0980 0.7871 1.1022

Atoms 1-2, force components in eV/Å:
C -0.20 0.10 0.28
C -0.52 0.77 -0.30

Values from the calculation:
Multiplicity: 4
Strongest force on any atom in eV/Å: 1.853
Gap between HOMO and LUMO (spin up / spin down) in Eh: 0.1686 / 0.1944
HOMO energy (spin up / spin down) in eV: -3.422 / -3.754
Total charge: -1

Population analysis type natural (NBO), resulting atomic charges in e: number 1, C, carries -0.31; number 2, C, carries -0.34; number 3, C, carries -0.25; number 4, H, carries 0.25; number 5, C, carries -0.31; number 6, C, carries -0.28; number 7, H, carries 0.27; number 8, H, carries 0.27; number 9, H, carries 0.26; number 10, H, carries 0.25; number 11, Cr, carries 1.15; number 12, Br, carries -0.45; number 13, C, carries -0.32; number 14, C, carries -0.37; number 15, C, carries -0.34; number 16, H, carries 0.19; number 17, C, carries -0.36; number 18, C, carries -0.33; number 19, H, carries 0.22; number 20, H, carries 0.21; number 21, H, carries 0.19; number 22, H, carries 0.19; number 23, F, carries -0.61; number 24, Te, carries 3.38; number 25, F, carries -0.60; number 26, F, carries -0.63; number 27, F, carries -0.60; number 28, F, carries -0.63; number 29, O, carries -1.12

***

Entry 3:
# C10H10CdN2O4

A structure of composition C10H10CdN2O4 (wB97M-V/def2-TZVPD, the OMol25 dataset).

Element x y z (Å)
Cd 0.3477 -0.9277 0.6601
C -0.5691 0.6044 2.3467
O -1.0523 1.3713 3.0253
C 1.7901 -1.3820 2.6994
O 2.4578 -1.6077 3.6130
C 2.0534 0.7003 0.2670
O 2.7199 1.5489 -0.0992
C -1.1066 -2.4988 1.5942
O -1.8182 -3.2778 2.0010
C 1.0459 -2.2783 -1.0359
H 0.1009 -2.8146 -1.2207
H 1.3149 -1.5064 -1.7726
C 1.8842 -2.6132 0.0030
H 2.8759 -2.1575 0.1233
H 1.6730 -3.4542 0.6776
C -0.2725 2.9745 0.0271
C -0.8496 1.8477 -0.7444
N -0.7283 0.5469 -0.5431
C -1.4839 -0.1391 -1.4714
C -2.0955 0.7731 -2.2837
N -1.6807 2.0365 -1.8046
H -0.6621 3.9146 -0.4143
H -0.5630 2.9457 1.0901
H 0.8267 3.0030 -0.0169
H -1.4983 -1.2014 -1.4629
H -2.7632 0.6271 -3.1139
H -1.9472 2.9645 -2.1444

Atoms 1-2, force components in eV/Å:
Cd -0.31 0.92 0.63
C -1.17 1.77 2.10

Values from the calculation:
Multiplicity: 1
Energy above the lowest of the compared OMol25 structures with the same formula, charge and spin in kcal/mol: 0.0
Strongest force on any atom in eV/Å: 5.257
Gap between HOMO and LUMO in Eh: 0.3174
HOMO energy in eV: -16.191
Total charge: +2

Population analysis type natural (NBO), resulting atomic charges in e: number 1, Cd, carries 1.53; number 2, C, carries 0.44; number 3, O, carries -0.37; number 4, C, carries 0.43; number 5, O, carries -0.35; number 6, C, carries 0.43; number 7, O, carries -0.37; number 8, C, carries 0.42; number 9, O, carries -0.32; number 10, C, carries -0.52; number 11, H, carries 0.25; number 12, H, carries 0.26; number 13, C, carries -0.44; number 14, H, carries 0.25; number 15, H, carries 0.25; number 16, C, carries -0.68; number 17, C, carries 0.41; number 18, N, carries -0.71; number 19, C, carries -0.12; number 20, C, carries -0.03; number 21, N, carries -0.48; number 22, H, carries 0.27; number 23, H, carries 0.25; number 24, H, carries 0.25; number 25, H, carries 0.21; number 26, H, carries 0.27; number 27, H, carries 0.46

***

Entry 4:
# C10H10CeCl3NO2

A structure of composition C10H10CeCl3NO2 (wB97M-V/def2-TZVPD, the OMol25 dataset).

Element x y z (Å)
C -1.0346 2.0458 1.2275
C -0.4033 2.5655 0.0492
C 1.0172 2.4294 0.2037
C 1.2655 1.8155 1.4835
C -0.0063 1.5678 2.1122
Ce 0.2796 -0.0018 0.0602
C -1.7371 -0.0301 -1.3766
C -2.3773 -0.6642 -0.1970
C -3.7596 -0.6728 0.0615
N -1.5076 -1.1764 0.7411
H 1.7803 2.7905 -0.4944
H -0.9161 3.0362 -0.7954
H 2.2485 1.5957 1.9112
H -0.1641 1.1171 3.0961
H -2.1076 2.0561 1.4394
H -2.2774 0.8429 -1.7514
H -1.9514 -1.7177 1.4727
H -1.3151 -0.7248 -2.1300
H -4.4277 -0.1515 -0.6270
H -4.1391 -1.0717 1.0038
Cl 5.1797 -2.4211 -0.7675
C 3.5051 -2.6376 -1.2783
Cl 3.3679 -2.4720 -3.0423
Cl 2.8772 -4.1919 -0.6851
C 2.5011 -1.5572 -0.6976
O 2.8028 -0.6447 0.1065
O 1.2997 -1.7270 -1.1260

Atoms 1-2, force components in eV/Å:
C 1.04 0.57 0.28
C 0.32 0.34 1.01

Values from the calculation:
Multiplicity: 2
Energy above the lowest of the compared OMol25 structures with the same formula, charge and spin in kcal/mol: 0.0
Strongest force on any atom in eV/Å: 2.778
Gap between HOMO and LUMO (spin up / spin down) in Eh: 0.1921 / 0.1943
HOMO energy (spin up / spin down) in eV: -2.727 / -2.791
Total charge: -1

Population analysis type Mulliken, resulting atomic charges in e: number 1, C, carries -0.28; number 2, C, carries -0.47; number 3, C, carries -0.50; number 4, C, carries -0.46; number 5, C, carries -0.60; number 6, Ce, carries 0.48; number 7, C, carries -1.14; number 8, C, carries 0.90; number 9, C, carries -1.18; number 10, N, carries -0.27; number 11, H, carries 0.48; number 12, H, carries 0.39; number 13, H, carries 0.42; number 14, H, carries 0.37; number 15, H, carries 0.40; number 16, H, carries 0.27; number 17, H, carries 0.12; number 18, H, carries 0.21; number 19, H, carries 0.27; number 20, H, carries 0.23; number 21, Cl, carries -0.15; number 22, C, carries 0.71; number 23, Cl, carries -0.14; number 24, Cl, carries -0.14; number 25, C, carries 0.29; number 26, O, carries -0.63; number 27, O, carries -0.59

***

Entry 5:
# C10H10F2N3

The ion C10H10F2N3 with charge +1 (wB97M-V/def2-TZVPD, the OMol25 dataset).

Element x y z (Å)
C -0.7194 -1.5345 -2.0612
C -1.0988 -0.2019 -2.2307
C -0.3287 -2.0207 -0.8353
C -0.8810 0.6714 -1.1385
C -0.1662 0.0577 -0.1618
C 0.1546 -1.2092 0.2269
C -1.3587 2.0990 -0.9437
C -0.1422 1.8640 1.2563
C -0.5018 2.7647 0.1423
C 0.5989 -1.6911 1.5044
N 3.3413 2.4999 1.7702
N 1.1038 1.8718 1.6820
N 2.1370 2.4345 1.8859
F 0.5786 3.3488 -0.3716
F -1.2026 3.8623 0.6366
H -0.7524 -2.2669 -2.9350
H -1.4666 0.0723 -3.1754
H -0.3654 -3.0394 -0.7420
H -1.4187 2.7860 -1.8646
H -2.3117 2.0134 -0.6221
H -1.0411 1.4290 1.8360
H 1.6135 -1.3018 1.5541
H -0.1117 -1.3271 2.2679
H 0.9160 -2.7045 1.5754
H 3.7049 3.0912 2.5543

Atoms 1-2, force components in eV/Å:
C -0.64 -0.32 -1.62
C 1.14 -0.78 1.25

Values from the calculation:
Multiplicity: 1
Energy above the lowest of the compared OMol25 structures with the same formula, charge and spin in kcal/mol: 61.0
Strongest force on any atom in eV/Å: 3.772
Gap between HOMO and LUMO (spin up / spin down) in Eh: 0.2790 / 0.2789
HOMO energy (spin up / spin down) in eV: -13.264 / -13.264
Total charge: +1

Population analysis type natural (NBO), resulting atomic charges in e: number 1, C, carries -0.17; number 2, C, carries -0.17; number 3, C, carries -0.17; number 4, C, carries -0.12; number 5, C, carries 0.35; number 6, C, carries -0.10; number 7, C, carries -0.46; number 8, C, carries -0.17; number 9, C, carries 0.65; number 10, C, carries -0.65; number 11, N, carries -0.30; number 12, N, carries -0.02; number 13, N, carries 0.28; number 14, F, carries -0.32; number 15, F, carries -0.34; number 16, H, carries 0.25; number 17, H, carries 0.25; number 18, H, carries 0.24; number 19, H, carries 0.28; number 20, H, carries 0.25; number 21, H, carries 0.29; number 22, H, carries 0.25; number 23, H, carries 0.24; number 24, H, carries 0.26; number 25, H, carries 0.39